Below is a cluster of 2 separate species, C34H33NO7 in total, with properties calculated with ωB97M-V with the def2-TZVPD basis set.

frontier orbital gap	7.3	eV
E_HOMO	-8.501	eV
LUMO level	-1.2	eV
structure (SMILES)	CCOCC1=CC(=O)c2cc(N=C(C)C)c(CCCOC)c(O)c2C1=O.O=C1c2ccccc2C(=O)c2ccccc21
electronic energy	-1896.7707	Eh

Structure (ORCA input):
```
! wB97M-V def2-TZVPD RIJCOSX def2/J DEFGRID3
* xyz 0 1
C 0.12 -3.67 -1.29
C -0.22 -2.45 -2.16
O -0.54 -2.88 -3.47
C -0.52 -1.86 -4.46
C -0.91 -0.49 -3.98
C 0.00 0.45 -3.73
C -0.42 1.79 -3.21
O 0.12 2.81 -3.54
C -1.58 1.72 -2.27
C -1.68 2.56 -1.18
C -2.78 2.41 -0.33
N -2.87 3.25 0.81
C -1.96 3.13 1.71
C -1.59 1.83 2.37
C -1.22 4.36 2.14
C -3.77 1.44 -0.57
C -4.95 1.27 0.36
C -4.79 0.11 1.37
C -5.25 -1.24 0.84
O -5.53 -2.09 1.93
C -5.72 -3.42 1.49
C -3.65 0.62 -1.69
O -4.61 -0.32 -1.98
C -2.54 0.75 -2.54
C -2.34 -0.14 -3.73
O -3.23 -0.52 -4.45
H 0.43 -4.47 -1.95
H -0.73 -3.97 -0.67
H 0.92 -3.41 -0.60
H -1.12 -1.99 -1.72
H 0.62 -1.76 -2.12
H -1.25 -2.14 -5.23
H 0.45 -1.85 -4.95
H 1.05 0.24 -3.87
H -0.93 3.32 -1.01
H -0.67 1.97 2.94
H -2.37 1.48 3.04
H -1.36 1.08 1.61
H -0.82 4.31 3.15
H -1.92 5.19 2.11
H -0.38 4.55 1.46
H -5.80 1.06 -0.28
H -5.07 2.21 0.89
H -3.75 0.00 1.66
H -5.42 0.32 2.23
H -4.50 -1.70 0.19
H -6.14 -1.11 0.20
H -6.26 -3.98 2.24
H -4.74 -3.90 1.38
H -6.20 -3.46 0.51
H -4.18 -1.18 -1.99
O 3.42 -2.03 0.87
C 4.19 -1.12 1.09
C 4.21 0.08 0.20
C 3.32 0.16 -0.86
C 3.30 1.28 -1.67
C 4.17 2.34 -1.42
C 5.07 2.26 -0.37
C 5.10 1.13 0.44
C 6.09 1.06 1.55
O 6.90 1.94 1.73
C 6.05 -0.13 2.45
C 6.94 -0.21 3.51
C 6.90 -1.29 4.37
C 5.97 -2.31 4.17
C 5.09 -2.25 3.11
C 5.13 -1.16 2.24
H 2.64 -0.66 -1.05
H 2.59 1.33 -2.48
H 4.14 3.22 -2.04
H 5.76 3.08 -0.18
H 7.66 0.59 3.67
H 7.59 -1.35 5.21
H 5.93 -3.15 4.85
H 4.37 -3.04 2.95
*
```

Mulliken analysis output, partial charges in e: C -1.130; C 1.017; O -0.387; C -1.208; C 0.579; C -0.145; C -0.409; O -0.580; C 1.063; C -1.067; C 0.912; N -0.642; C 0.875; C -1.188; C -1.283; C 0.130; C -1.819; C -0.241; C -0.379; O -0.430; C -0.736; C 0.032; O -0.614; C 1.021; C -0.211; O -0.548; H 0.337; H 0.271; H 0.221; H -0.128; H -0.191; H 0.377; H 0.327; H 0.565; H 0.530; H 0.442; H 0.288; H 0.289; H 0.407; H 0.387; H 0.256; H 0.555; H 0.495; H 0.125; H 0.293; H 0.170; H 0.361; H 0.287; H 0.259; H 0.326; H 0.289; O -0.688; C 0.560; C 0.057; C -0.951; C -0.033; C -0.843; C -0.566; C 0.445; C 0.622; O -0.661; C 0.087; C -0.564; C -0.473; C -0.505; C -0.491; C 0.196; H 0.688; H 0.297; H 0.451; H 0.480; H 0.474; H 0.401; H 0.404; H 0.465